[1]
Molecular formula: C24H22ClNO2
Method: DFT, wB97M-V/def2-TZVPD

Summary:
Highest occupied orbital energy = -7.726 eV
E_LUMO = 0.5 eV
Structure (SMILES) = COc1ccc(C(=O)[C@@H]2CN(c3ccccc3)C[C@H]2c2ccc(Cl)cc2)cc1
Total energy = -1593.1820 Eh
2S+1 = 1

Geometry (Å):
1 Cl 3.9759 3.2037 3.3876
2 O -1.9097 1.5864 4.7710
3 O -2.4450 0.0221 -1.3488
4 N 0.7632 -0.5725 -3.0236
5 C -1.1020 2.1574 2.6589
6 C -0.3266 -4.5373 -3.8546
7 C -2.6917 0.7809 5.6221
8 C 1.7824 0.4249 1.5677
9 C -1.6409 0.8855 0.6888
10 C 2.3604 2.0683 -0.0685
11 C 1.3342 -2.8309 -3.5627
12 C -0.9825 -2.2998 -3.2571
13 C 3.0625 2.7812 0.8844
14 C -1.8772 1.3015 3.4478
15 C 0.9233 0.1231 -0.7655
16 C -1.3090 -3.6099 -3.5566
17 C 1.7480 -0.3372 -1.9923
18 C -2.4384 0.0567 1.4762
19 C 0.9997 -4.1379 -3.8521
20 C -0.9807 1.9508 1.3049
21 C 1.7065 0.8840 0.2579
22 C -1.5471 0.5786 -0.7550
23 C 2.4780 1.1283 2.5333
24 C -0.1709 0.5282 -2.9119
25 C -2.5525 0.2461 2.8384
26 C 3.1137 2.3085 2.1861
27 C -0.2275 0.9315 -1.4213
28 C 0.3492 -1.8863 -3.2558
29 H -3.7500 0.8151 5.3457
30 H -2.3470 -0.2578 5.6200
31 H -0.3925 2.6451 0.7265
32 H -2.3474 -3.9088 -3.5454
33 H 2.4248 0.4627 -2.3110
34 H 0.2254 1.3614 -3.5042
35 H 2.3702 -2.5257 -3.5890
36 H 2.3311 -1.2298 -1.7745
37 H -0.0576 2.0032 -1.3077
38 H 1.7799 -4.8479 -4.0869
39 H 0.4975 -0.7714 -0.2973
40 H 2.5233 0.7680 3.5488
41 H 1.2815 -0.4922 1.8409
42 H -3.1680 -0.4274 3.4135
43 H -2.9624 -0.7576 0.9977
44 H 2.3189 2.4479 -1.0791
45 H -0.6009 2.9814 3.1412
46 H 3.5644 3.6999 0.6237
47 H -2.5665 1.1994 6.6192
48 H -0.5894 -5.5587 -4.0861
49 H -1.7755 -1.6170 -2.9972
50 H -1.1550 0.2740 -3.2983

Cartesian forces, eV/Å:
0.1 0.1 0.2
0.2 0.2 -0.2
0.0 -0.1 0.0
0.1 0.2 0.0
-0.1 0.0 0.3
-0.1 -0.1 0.0
-0.1 -0.2 0.1
0.1 0.0 -0.2
-0.4 -0.1 0.4
0.0 -0.1 0.0
0.0 0.0 0.1
0.0 0.2 0.1
0.0 0.1 0.1
0.1 0.1 -0.3
0.1 0.1 -0.2
0.0 -0.2 -0.1
0.1 0.0 0.2
0.2 0.1 -0.2
0.0 -0.1 0.1
-0.2 -0.1 -0.1
0.1 -0.2 0.2
0.2 0.2 -0.2
0.1 0.1 0.0
-0.2 0.2 -0.1
-0.1 0.0 0.4
-0.1 -0.1 -0.1
-0.2 -0.2 -0.4
0.0 -0.3 -0.2
0.0 0.0 0.0
0.0 0.0 0.0
0.1 0.0 0.0
-0.1 0.0 0.0
0.1 0.0 0.1
-0.1 0.0 0.1
0.1 0.1 0.0
0.0 0.1 0.0
0.0 0.0 0.0
0.1 0.0 0.0
0.0 0.0 0.0
0.0 0.0 0.1
-0.1 -0.1 0.0
0.0 0.0 0.1
0.0 -0.1 0.0
0.0 0.1 -0.1
0.1 0.1 0.1
0.1 0.1 0.0
0.0 -0.1 -0.1
0.0 -0.1 0.0
0.0 0.1 0.0
0.1 0.0 0.0



[2]
Molecular formula: C9H15PSi
Method: DFT, wB97M-V/def2-TZVPD

Summary:
Highest occupied orbital energy (spin up / spin down) = -7.010 / -8.793 eV
E_LUMO (spin up / spin down) = 0.9 / -2.1 eV
Total energy = -982.6142 Eh
2S+1 = 3

Geometry (Å):
1 P 3.5249 -0.0527 -0.9850
2 Si 3.9891 -0.2073 1.1882
3 C -3.2460 -1.1516 -0.0762
4 C 0.0836 0.6862 -0.2819
5 C -0.8881 -1.9391 -0.2540
6 C 0.8838 -0.4189 -0.3579
7 C -1.7732 -0.8730 -0.1677
8 C -1.2973 0.4421 -0.1785
9 C -2.2678 1.5815 -0.0735
10 C 0.4792 -1.7193 -0.3611
11 C 0.6606 2.0670 -0.3206
12 H 0.3243 2.5985 -1.2112
13 H -1.8077 2.5267 -0.3428
14 H -1.2641 -2.9527 -0.2546
15 H 1.7470 2.0023 -0.3511
16 H 1.1675 -2.5463 -0.4460
17 H -2.6376 1.6613 0.9468
18 H -3.4308 -2.2234 -0.0715
19 H 4.2134 1.1509 1.6927
20 H 5.2100 -0.9918 1.4191
21 H 3.6208 -1.4248 -1.2050
22 H -3.6677 -0.7233 0.8329
23 H -3.7748 -0.7179 -0.9255
24 H 2.9054 -0.8304 1.9510
25 H 0.3686 2.6399 0.5597
26 H -3.1231 1.4160 -0.7264

Cartesian forces, eV/Å:
1.1 0.7 -0.4
0.3 0.0 -0.1
0.1 0.0 0.0
-0.2 -0.1 0.1
0.1 0.0 -0.1
-1.2 -0.2 0.3
0.0 -0.1 0.0
0.1 0.0 -0.1
0.1 -0.1 -0.1
0.1 -0.1 0.0
0.1 0.1 0.1
0.0 0.1 0.0
0.0 0.1 0.0
-0.1 -0.1 0.0
0.0 0.2 0.0
0.1 -0.1 0.0
-0.1 0.1 0.1
-0.1 0.0 0.0
0.0 0.2 0.1
0.2 -0.1 0.0
0.0 -0.6 0.0
-0.1 0.0 0.0
-0.1 0.0 0.0
-0.3 -0.1 0.1
0.0 0.1 0.0
-0.1 0.1 0.0



[3]
Molecular formula: C13H30BrN3O3P
Method: DFT, wB97M-V/def2-TZVPD

Summary:
Highest occupied orbital energy = -11.517 eV
E_LUMO = -3.5 eV
Total energy = -3818.4596 Eh
2S+1 = 1
Total charge = +1

Geometry (Å):
1 Br 0.2893 -4.1835 -0.3440
2 P 1.4456 -2.3741 0.2660
3 O -4.1928 0.9367 -2.0545
4 O 2.1129 1.8452 1.5997
5 O 0.7539 -1.9858 1.6844
6 N -4.1110 -1.2834 -1.5913
7 N 1.2666 0.1847 -2.9465
8 N 0.9985 0.5832 3.9873
9 C -4.1260 -1.1929 -0.1196
10 C 2.3695 3.2387 1.6907
11 C -3.6370 -0.1291 -2.2188
12 C 1.8346 -0.5584 -1.7572
13 C -2.3516 -0.1443 -3.0446
14 C 2.9138 1.0269 2.4437
15 C 0.7283 -1.0107 -0.8065
16 C -0.0361 0.9076 -2.7220
17 C 2.7258 2.1185 4.7514
18 C -0.5442 -1.3149 -1.6032
19 C 2.4251 0.8964 3.8910
20 C -1.1355 0.0115 -2.1035
21 C -3.7148 -2.5863 -2.1285
22 H 1.7874 3.7076 2.4856
23 H -1.2706 -1.7898 -0.9424
24 H 2.0515 2.9454 4.5271
25 H -4.2807 -2.8016 -3.0379
26 H 0.5044 -0.1895 -0.1102
27 H -5.1263 -1.3966 0.2690
28 H 2.5944 1.8717 5.8034
29 H 1.1768 -0.4484 -3.7407
30 H 2.5773 0.0713 -1.2605
31 H -0.1118 -1.5592 1.6231
32 H 2.9697 0.0489 4.3172
33 H -0.3224 -1.9879 -2.4398
34 H -3.9897 -3.3544 -1.4017
35 H -2.2724 -1.0378 -3.6704
36 H -3.8570 -0.1836 0.1964
37 H 3.7519 2.4619 4.6093
38 H -2.4190 0.7347 -3.6902
39 H -3.4373 -1.9257 0.3157
40 H 3.4313 3.4335 1.8622
41 H 0.8158 -0.3010 3.5238
42 H 0.4774 1.2835 3.4674
43 H 2.8825 0.0364 1.9781
44 H 0.1641 1.7873 -2.1100
45 H -0.3507 1.2639 -3.7064
46 H -2.6441 -2.6963 -2.3151
47 H 2.3708 -1.4286 -2.1521
48 H -1.4794 0.5322 -1.2009
49 H 3.9576 1.3637 2.4175
50 H 2.0786 3.6904 0.7424
51 H 1.9551 0.8820 -3.2336

Cartesian forces, eV/Å:
-0.1 0.1 -0.2
0.3 0.0 0.5
0.4 -0.2 0.3
0.0 0.0 -0.1
0.0 0.1 -0.1
1.3 0.0 0.0
0.3 0.3 0.0
0.0 -0.1 -0.2
-0.7 0.0 0.0
-0.1 0.0 0.0
-0.7 0.3 0.0
0.2 -0.4 0.3
-0.1 -0.1 -0.2
0.0 -0.2 -0.1
-0.3 0.0 -0.3
-0.5 0.1 -0.2
0.1 0.0 0.0
0.1 0.5 0.2
-0.1 0.2 0.1
0.0 0.0 0.2
-0.4 -0.2 0.2
0.0 0.0 0.0
0.0 -0.2 -0.2
0.0 0.0 0.0
0.2 0.0 0.0
0.2 -0.1 0.0
0.1 0.0 0.0
0.0 0.0 0.0
-0.1 -0.1 0.1
-0.2 0.1 -0.1
-0.1 -0.2 0.1
0.0 0.0 0.0
-0.1 -0.1 0.2
0.0 0.1 -0.1
0.1 0.1 0.0
0.0 -0.1 -0.1
0.0 0.0 0.0
-0.1 -0.2 0.0
0.0 0.1 -0.1
0.0 0.0 0.0
0.0 0.0 0.1
0.0 0.0 0.1
0.0 0.0 0.1
0.2 -0.2 0.0
0.1 0.0 0.1
0.0 0.0 0.0
-0.1 0.2 -0.1
0.0 0.1 -0.2
0.0 0.1 0.0
0.0 0.0 0.0
0.0 -0.1 -0.1



[4]
Molecular formula: C33H67Cl22F3O4Si
Method: DFT, wB97M-V/def2-TZVPD

Summary:
Highest occupied orbital energy = -9.343 eV
E_LUMO = 0.0 eV
Energy relative to the best compared isomer or geometry (same formula, charge and spin) = 0.0 kcal/mol
Total energy = -12311.9203 Eh
2S+1 = 1

Geometry (Å):
1 Cl -9.5123 0.6602 1.3068
2 Cl -3.8983 4.6113 -8.9463
3 Cl 8.4404 5.8814 2.6578
4 Cl -1.7077 0.5527 4.7186
5 Cl -1.7168 -3.2223 -2.2438
6 Cl -4.0410 1.6878 -4.6648
7 Cl -6.5180 2.4359 -8.9167
8 Cl -6.2207 -0.7690 0.2899
9 Cl -10.8970 -2.1054 2.7393
10 Cl -2.7610 -5.6462 -0.0946
11 Cl 7.6024 7.7033 -0.0846
12 Cl -8.3661 -4.9176 5.4947
13 Cl 0.4105 0.4347 7.3873
14 Cl 11.9133 1.0074 1.6213
15 Cl -6.0275 -0.8156 3.6713
16 Cl 7.7600 0.6535 -1.1342
17 Cl 1.7841 -4.2607 1.1910
18 Cl 8.4364 0.7632 -4.4583
19 Cl 11.3833 -2.3120 1.0602
20 Cl -2.5180 -0.9936 -3.2289
21 Cl 3.5214 -5.5480 3.8101
22 Cl -8.6372 -4.9050 2.1488
23 Si 0.0382 0.5297 -0.0202
24 F 4.2111 -1.4643 -2.4218
25 F 3.0034 -3.0688 -1.6439
26 F 3.9557 -1.6706 -0.3038
27 O 2.4566 0.4274 -1.9759
28 O 0.4479 1.2767 1.4085
29 O 3.1306 3.6795 1.1959
30 O -3.3329 2.0475 -0.9614
31 C 3.5504 -4.5072 1.2837
32 C 2.3599 2.6219 0.6713
33 C 3.9060 -5.7355 2.0802
34 C -2.7218 0.6364 0.8680
35 C -2.8673 2.0696 0.3776
36 C 3.2994 -1.7687 -1.4836
37 C -5.9775 3.4815 -7.5766
38 C -0.7003 -4.4303 -1.4108
39 C -1.8579 0.0445 -4.5201
40 C -1.6843 -0.1734 0.0724
41 C -11.6381 -1.0414 1.5140
42 C -9.0829 -6.2069 4.4938
43 C 0.7992 0.0542 5.6877
44 C 8.2757 -0.7010 -3.4543
45 C -10.6263 -0.4975 0.5387
46 C 7.2444 -0.5310 -2.3695
47 C -2.2914 1.4799 -4.3713
48 C -5.4378 4.8004 -8.0650
49 C -4.6087 2.6099 -1.1892
50 C 0.0383 0.9171 4.7161
51 C 1.2518 -0.9114 -0.2676
52 C -1.3977 -5.7535 -1.2395
53 C 4.9347 5.2409 0.9602
54 C -5.9560 -2.2017 1.3187
55 C 3.9445 4.3410 0.2344
56 C 1.0463 2.5656 1.4510
57 C 9.4122 6.0910 1.1774
58 C 2.0645 -0.8719 -1.5612
59 C 9.2412 7.4628 0.5771
60 C -6.7013 -2.0948 2.6223
61 C 10.3817 0.1164 1.8194
62 C 10.6004 -1.2946 2.2994
63 C -8.3715 -6.3417 3.1719
64 H -3.6956 0.1433 0.7510
65 H -5.2273 2.9358 -7.0119
66 H 1.4650 -1.2922 -2.3794
67 H -6.3126 -3.0668 0.7625
68 H 3.9100 -4.6112 0.2623
69 H 1.9033 -0.9586 0.6144
70 H -12.1412 -0.2356 2.0418
71 H -2.1782 -0.3692 -5.4728
72 H -1.7704 2.1010 -5.0976
73 H -0.4200 -4.0091 -0.4499
74 H 9.9402 7.5881 -0.2477
75 H -2.0942 1.8487 -3.3666
76 H 9.2548 -0.9247 -3.0389
77 H 0.3968 0.7386 3.7029
78 H 0.5821 -0.9991 5.5309
79 H 3.3053 4.9209 -0.4535
80 H -6.6206 -3.0317 3.1688
81 H -4.7075 2.5882 -2.2763
82 H 2.1880 2.7581 -0.4107
83 H 1.8670 0.2234 5.5605
84 H 3.1858 0.7411 -1.4276
85 H 0.1275 1.5273 -1.1073
86 H 10.4544 5.9444 1.4551
87 H 2.8883 1.6633 0.8294
88 H 4.4913 3.5907 -0.3607
89 H -10.0259 -1.2917 0.1012
90 H 0.1979 -4.5621 -2.0122
91 H -1.6141 -1.1879 0.4978
92 H -11.1449 0.0363 -0.2558
93 H -7.2995 -6.4519 3.3128
94 H 5.6753 5.6234 0.2473
95 H 9.4131 8.2414 1.3152
96 H 4.4422 6.0931 1.4379
97 H -10.1333 -5.9666 4.3522
98 H 9.7871 0.6601 2.5514
99 H 7.9719 -1.5113 -4.1146
100 H -3.5363 2.6437 1.0382
101 H 6.2987 -0.1833 -2.7722
102 H -4.6705 3.6446 -0.8192
103 H -1.8927 2.5810 0.3711
104 H -4.8846 -2.2980 1.4797
105 H -7.7535 -1.8685 2.4649
106 H -5.4204 2.0175 -0.7352
107 H -6.1392 5.2932 -8.7328
108 H -1.7898 -6.1191 -2.1849
109 H 0.6257 -1.8157 -0.2733
110 H 9.8660 0.1284 0.8635
111 H -12.3764 -1.6378 0.9812
112 H 3.3722 -6.6100 1.7175
113 H 0.1528 1.9723 4.9522
114 H -2.0319 -0.3057 -0.9661
115 H -5.2390 5.4466 -7.2119
116 H 9.6385 -1.7519 2.5243
117 H 3.9797 -3.6112 1.7229
118 H 4.9773 -5.9137 2.0067
119 H 11.2253 -1.3195 3.1880
120 H 1.2935 2.7866 2.4989
121 H 5.4758 4.6612 1.7165
122 H -2.4855 0.6363 1.9425
123 H -8.9975 -7.1375 5.0518
124 H -0.7729 -0.0094 -4.4513
125 H 0.3407 3.3398 1.1151
126 H 9.1162 5.3145 0.4771
127 H -8.7521 -7.2036 2.6274
128 H -0.6959 -6.4801 -0.8340
129 H -6.8429 3.6572 -6.9399
130 H 7.0863 -1.4792 -1.8598

Cartesian forces, eV/Å:
0.0 0.0 0.0
0.0 0.0 0.0
0.0 0.0 0.0
0.0 0.0 0.0
0.9 -1.5 0.7
0.0 -0.1 -0.1
0.0 0.0 0.0
0.0 0.0 -0.1
0.0 0.0 0.0
0.0 0.0 0.0
0.0 0.1 0.0
0.0 0.0 0.0
0.0 0.0 0.0
0.0 0.0 0.0
0.0 0.0 0.0
0.0 0.0 0.0
0.0 0.0 0.1
0.0 0.0 0.0
0.0 0.0 0.0
-0.7 1.6 -1.1
0.0 0.0 0.0
0.0 -0.1 -0.1
-0.3 -0.2 0.0
-0.1 0.0 -0.2
-0.2 0.0 0.0
-0.1 0.1 0.0
0.1 -0.2 0.0
0.1 0.2 -0.2
-0.1 0.2 -0.1
0.1 0.2 -0.1
0.0 0.0 0.0
0.0 0.0 0.0
0.0 0.0 0.0
-0.1 -0.1 0.2
0.0 -0.2 0.1
0.4 -0.2 0.1
0.0 0.0 0.1
-0.2 -0.1 0.1
-0.1 0.1 -0.1
-0.1 -0.2 0.2
-0.1 0.0 0.0
0.0 0.0 0.0
0.0 0.0 0.0
0.0 0.0 0.0
0.0 0.0 0.0
0.0 0.0 0.0
0.1 0.1 0.1
0.0 0.0 0.0
0.0 -0.1 -0.1
0.0 0.0 -0.1
-0.2 0.0 -0.2
0.1 -0.1 0.0
0.0 -0.2 -0.2
0.0 -0.1 0.0
0.2 0.0 0.1
0.2 0.0 0.3
0.0 0.0 0.0
-0.1 0.0 0.0
0.0 0.0 0.0
0.0 0.0 0.1
-0.1 0.0 0.0
0.0 0.0 0.0
0.0 0.0 0.0
0.1 0.2 0.1
0.0 0.0 0.0
0.1 0.2 0.1
0.0 0.0 0.0
0.0 0.0 0.0
-0.1 0.0 -0.1
0.0 0.0 0.0
0.0 0.0 0.0
0.0 0.0 0.0
0.0 0.0 0.0
0.0 0.0 0.0
0.0 0.0 0.0
0.0 0.0 0.0
0.0 0.0 0.0
0.0 0.0 0.0
0.1 -0.1 0.1
0.0 0.0 0.0
-0.3 0.2 0.2
0.0 -0.1 0.3
0.0 0.0 0.0
-0.1 0.0 0.1
0.0 0.1 0.0
0.0 0.0 0.0
-0.1 0.1 -0.1
-0.1 0.1 0.1
0.0 0.0 0.0
0.0 0.0 0.0
-0.1 0.2 -0.1
0.0 0.0 0.0
0.0 0.0 0.0
-0.2 0.0 0.2
0.0 0.0 0.0
0.0 -0.2 0.0
0.0 0.0 0.0
0.0 0.0 0.0
0.0 0.0 0.0
0.1 -0.1 -0.2
0.0 0.0 0.0
0.0 -0.2 -0.1
-0.1 0.0 0.1
0.0 0.0 0.0
0.0 0.0 0.0
0.2 0.1 0.0
0.0 0.0 0.0
0.0 0.0 0.0
0.3 0.1 0.1
0.0 0.0 0.0
0.0 0.0 0.0
0.0 0.0 0.0
0.0 0.0 0.0
0.2 0.1 0.5
0.0 0.0 0.0
0.0 0.0 0.0
0.0 0.0 0.0
0.0 0.0 0.0
0.0 0.0 0.0
-0.1 -0.1 -0.2
-0.1 0.1 -0.1
0.0 0.0 -0.3
0.0 0.0 0.0
0.0 0.0 0.0
0.2 -0.2 -0.1
0.0 0.0 0.0
0.0 0.0 0.0
0.0 0.0 0.0
0.0 0.0 0.0
0.0 0.0 0.0



What did the second record say?
Molecular formula: C9H15PSi
Method: DFT, wB97M-V/def2-TZVPD

Summary:
Highest occupied orbital energy (spin up / spin down) = -7.010 / -8.793 eV
E_LUMO (spin up / spin down) = 0.9 / -2.1 eV
Total energy = -982.6142 Eh
2S+1 = 3

Geometry (Å):
1 P 3.5249 -0.0527 -0.9850
2 Si 3.9891 -0.2073 1.1882
3 C -3.2460 -1.1516 -0.0762
4 C 0.0836 0.6862 -0.2819
5 C -0.8881 -1.9391 -0.2540
6 C 0.8838 -0.4189 -0.3579
7 C -1.7732 -0.8730 -0.1677
8 C -1.2973 0.4421 -0.1785
9 C -2.2678 1.5815 -0.0735
10 C 0.4792 -1.7193 -0.3611
11 C 0.6606 2.0670 -0.3206
12 H 0.3243 2.5985 -1.2112
13 H -1.8077 2.5267 -0.3428
14 H -1.2641 -2.9527 -0.2546
15 H 1.7470 2.0023 -0.3511
16 H 1.1675 -2.5463 -0.4460
17 H -2.6376 1.6613 0.9468
18 H -3.4308 -2.2234 -0.0715
19 H 4.2134 1.1509 1.6927
20 H 5.2100 -0.9918 1.4191
21 H 3.6208 -1.4248 -1.2050
22 H -3.6677 -0.7233 0.8329
23 H -3.7748 -0.7179 -0.9255
24 H 2.9054 -0.8304 1.9510
25 H 0.3686 2.6399 0.5597
26 H -3.1231 1.4160 -0.7264

Cartesian forces, eV/Å:
1.1 0.7 -0.4
0.3 0.0 -0.1
0.1 0.0 0.0
-0.2 -0.1 0.1
0.1 0.0 -0.1
-1.2 -0.2 0.3
0.0 -0.1 0.0
0.1 0.0 -0.1
0.1 -0.1 -0.1
0.1 -0.1 0.0
0.1 0.1 0.1
0.0 0.1 0.0
0.0 0.1 0.0
-0.1 -0.1 0.0
0.0 0.2 0.0
0.1 -0.1 0.0
-0.1 0.1 0.1
-0.1 0.0 0.0
0.0 0.2 0.1
0.2 -0.1 0.0
0.0 -0.6 0.0
-0.1 0.0 0.0
-0.1 0.0 0.0
-0.3 -0.1 0.1
0.0 0.1 0.0
-0.1 0.1 0.0



Repeat the second record exactly.
Molecular formula: C9H15PSi
Method: DFT, wB97M-V/def2-TZVPD

Summary:
Highest occupied orbital energy (spin up / spin down) = -7.010 / -8.793 eV
E_LUMO (spin up / spin down) = 0.9 / -2.1 eV
Total energy = -982.6142 Eh
2S+1 = 3

Geometry (Å):
1 P 3.5249 -0.0527 -0.9850
2 Si 3.9891 -0.2073 1.1882
3 C -3.2460 -1.1516 -0.0762
4 C 0.0836 0.6862 -0.2819
5 C -0.8881 -1.9391 -0.2540
6 C 0.8838 -0.4189 -0.3579
7 C -1.7732 -0.8730 -0.1677
8 C -1.2973 0.4421 -0.1785
9 C -2.2678 1.5815 -0.0735
10 C 0.4792 -1.7193 -0.3611
11 C 0.6606 2.0670 -0.3206
12 H 0.3243 2.5985 -1.2112
13 H -1.8077 2.5267 -0.3428
14 H -1.2641 -2.9527 -0.2546
15 H 1.7470 2.0023 -0.3511
16 H 1.1675 -2.5463 -0.4460
17 H -2.6376 1.6613 0.9468
18 H -3.4308 -2.2234 -0.0715
19 H 4.2134 1.1509 1.6927
20 H 5.2100 -0.9918 1.4191
21 H 3.6208 -1.4248 -1.2050
22 H -3.6677 -0.7233 0.8329
23 H -3.7748 -0.7179 -0.9255
24 H 2.9054 -0.8304 1.9510
25 H 0.3686 2.6399 0.5597
26 H -3.1231 1.4160 -0.7264

Cartesian forces, eV/Å:
1.1 0.7 -0.4
0.3 0.0 -0.1
0.1 0.0 0.0
-0.2 -0.1 0.1
0.1 0.0 -0.1
-1.2 -0.2 0.3
0.0 -0.1 0.0
0.1 0.0 -0.1
0.1 -0.1 -0.1
0.1 -0.1 0.0
0.1 0.1 0.1
0.0 0.1 0.0
0.0 0.1 0.0
-0.1 -0.1 0.0
0.0 0.2 0.0
0.1 -0.1 0.0
-0.1 0.1 0.1
-0.1 0.0 0.0
0.0 0.2 0.1
0.2 -0.1 0.0
0.0 -0.6 0.0
-0.1 0.0 0.0
-0.1 0.0 0.0
-0.3 -0.1 0.1
0.0 0.1 0.0
-0.1 0.1 0.0



Question: Among the records above, which one has the highest total energy?
Answer: C9H15PSi



Question: The highest total energy belongs to which entry?
Answer: C9H15PSi